Formula: C37H35MgN6O2P2Se3
Source: OMol25
Level of theory: ωB97M-V/def2-TZVPD

Geometry as XYZ:
```
86
Properties=species:S:1:pos:R:3:lowdin_charge:R:1
C -3.59 1.90 1.52 -0.09
N 1.65 -0.87 -0.26 -0.04
N 0.19 -3.24 1.58 0.04
C -0.63 -3.25 2.62 -0.10
H -1.05 -6.41 1.01 0.08
C -2.79 2.23 -3.83 -0.08
H 1.50 -2.26 5.06 0.12
H -1.21 -7.53 -0.36 0.07
N 0.33 -0.94 -0.33 -0.07
O -2.03 -4.28 -0.21 -0.38
H -3.46 2.47 4.85 0.10
C -2.75 3.59 -3.56 -0.09
H 0.64 5.05 -5.21 0.10
H -4.90 2.90 2.89 0.10
H -2.47 5.11 -2.07 0.11
C 4.85 3.31 1.82 -0.08
Mg -0.67 -3.00 -0.42 0.38
H -4.23 2.08 0.66 0.11
H -2.99 1.87 -4.83 0.10
H 2.78 3.45 2.39 0.06
C 5.26 2.89 -0.51 -0.08
C -3.97 2.36 2.77 -0.08
C 1.97 -2.54 3.00 -0.10
C 1.48 -2.94 1.77 -0.08
H -3.75 -7.13 -0.37 0.07
C 0.98 4.96 -1.85 -0.10
N 3.95 -1.57 2.04 0.20
H -2.92 4.30 -4.36 0.10
H 0.87 6.56 -3.26 0.10
C -1.58 0.97 2.47 -0.11
C -2.31 1.77 -1.51 -0.34
H -0.11 -6.13 -0.46 0.07
C 0.98 3.58 -1.66 -0.36
H -1.27 -5.32 -2.55 0.07
C 3.48 3.29 1.58 -0.10
C -0.21 -2.93 3.90 -0.04
C 3.38 -2.04 3.16 -0.50
C -3.16 2.11 3.87 -0.08
C 5.74 3.11 0.77 -0.09
C 3.00 3.05 0.30 -0.35
N 0.85 -3.62 -1.68 0.01
H -1.66 -3.51 2.39 0.12
H 5.22 3.49 2.82 0.10
C -2.21 -5.59 -0.62 -0.77
C -2.28 3.14 -1.25 -0.11
H -3.55 -6.04 1.02 0.07
H -4.36 -5.46 -0.44 0.07
H 3.44 -1.44 1.17 0.06
P 1.21 2.93 0.02 0.56
C 0.86 2.73 -2.76 -0.08
C 1.11 -2.55 4.09 0.00
C 0.73 3.26 -4.03 -0.08
C 0.74 4.64 -4.22 -0.09
Se 0.09 3.98 1.48 0.33
C -2.57 1.32 -2.81 -0.10
C 1.95 -3.99 -1.59 -0.97
Se -2.89 -1.34 -0.58 0.47
H 1.05 5.61 -0.98 0.09
C 0.86 5.49 -3.12 -0.08
C -1.08 -6.48 -0.08 -0.05
C 0.94 1.16 -0.10 -0.42
H 0.85 1.66 -2.61 0.11
C -3.55 -6.10 -0.07 -0.06
C 3.90 2.85 -0.75 -0.08
C -2.51 4.05 -2.28 -0.08
C -1.97 1.41 3.72 -0.08
O 3.93 -2.04 4.25 0.03
N 2.04 0.38 -0.13 0.03
H -3.02 -5.03 -2.54 0.08
C -2.38 1.22 1.36 -0.37
H 3.53 2.66 -1.75 0.11
H 0.62 2.60 -4.88 0.11
H -2.06 3.50 -0.25 0.04
C -0.16 0.31 -0.23 -0.42
H 2.11 -3.01 0.90 0.07
H -2.61 0.26 -3.00 0.07
H -1.34 1.22 4.58 0.11
H -0.64 0.44 2.35 0.11
H 6.80 3.13 0.96 0.10
P -1.94 0.53 -0.24 0.61
Se 3.64 -4.52 -1.40 0.41
C -2.23 -5.67 -2.15 -0.05
H 4.88 -1.19 2.11 0.11
H -2.40 -6.69 -2.51 0.07
H -0.91 -2.95 4.73 0.10
H 5.95 2.72 -1.33 0.10
```

Calculated values
HOMO-LUMO gap, eV: 7.2
Charge: -1
Highest occupied orbital energy, eV: -5.04
DFT total energy, Ha: -9997.3866
Relative energy (zero: lowest compared OMol25 entry of this formula, charge and spin), kcal/mol: 0.0
F_max, eV/Å: 0.12
Lowest unoccupied orbital energy, eV: 2.129



Formula: C37H35N5O6STi
Source: OMol25
Level of theory: ωB97M-V/def2-TZVPD

Geometry as XYZ:
```
85
Properties=species:S:1:pos:R:3:lowdin_spin:R:1
N 2.35 0.04 1.10 0.07
C -0.11 -5.04 1.21 0.00
H -3.06 0.89 -0.59 0.00
H 4.36 4.60 -2.21 0.00
H 0.14 -7.13 1.58 0.00
C 1.92 1.35 -5.90 0.05
C -0.87 3.69 -4.97 0.21
C -0.28 -4.78 3.97 0.00
H -3.94 -0.24 0.45 0.00
H 1.91 -2.73 -1.40 0.00
H 2.48 1.05 -6.78 0.00
H -0.05 -5.13 0.13 0.00
H 1.53 -1.63 -2.73 0.00
O 0.78 4.29 0.69 0.00
H 0.33 5.27 3.01 0.00
C 4.41 1.21 0.66 0.06
C 1.49 1.18 -3.54 0.05
H 3.00 0.06 -4.56 0.00
C -0.09 -6.03 3.41 0.00
C 0.91 2.30 -6.01 0.06
C 2.21 0.79 -4.66 0.04
C -2.09 -3.31 -1.37 0.00
C -2.04 3.65 -1.39 0.04
H -0.35 -4.66 5.05 0.00
H 5.65 4.67 -0.98 0.01
C -1.27 3.38 -2.63 0.18
N 4.38 3.01 -0.91 0.12
N 2.34 1.90 -0.38 0.10
C 0.17 2.71 -4.89 0.02
H -0.01 -6.90 4.04 0.00
H -2.41 0.51 0.97 0.00
N -0.22 0.33 -0.50 0.01
C -0.80 -0.87 -0.77 0.00
O -3.01 4.40 -1.35 0.06
C -4.61 -2.14 3.17 0.00
C 5.09 4.01 -1.65 0.02
C -4.28 -2.64 5.50 0.00
Ti 0.16 2.00 -0.44 0.03
S -0.63 -2.03 3.84 0.00
H -0.21 3.70 3.69 0.00
H 4.92 0.53 1.33 -0.01
N -0.23 2.49 -2.49 0.20
H -2.82 -1.76 2.03 0.00
C -3.24 -2.01 2.99 0.00
C -0.30 -3.78 1.76 0.00
C -0.39 -3.67 3.14 0.00
C -2.41 -2.22 4.08 0.00
C -1.58 3.99 -3.83 0.02
H -5.28 -1.97 2.33 0.00
C 5.11 2.19 -0.04 0.36
H -1.09 4.16 -5.93 0.02
H 5.80 3.55 -2.35 0.01
C -5.13 -2.45 4.42 0.00
C -2.18 -1.06 -0.48 0.00
H -3.85 -2.38 -0.55 0.00
C 0.47 2.14 -3.62 0.02
C -2.91 -2.51 5.34 0.00
H -0.18 -3.94 -2.11 0.00
C -0.75 -3.13 -1.64 0.00
C 0.54 3.60 1.68 0.00
C -2.95 0.08 0.13 0.00
H 1.72 0.77 -2.57 0.00
C -0.08 -1.95 -1.34 0.00
H 2.69 -0.14 2.04 0.00
C 3.05 1.07 0.47 0.17
H 1.34 0.15 1.11 0.00
H 0.68 2.75 -6.97 0.00
H -2.40 4.70 -3.83 0.00
O -0.44 -1.08 2.72 0.00
O 2.40 3.67 -1.80 0.00
H -2.59 -4.25 -1.60 0.00
H -4.69 -2.87 6.48 0.00
C 0.53 4.20 3.07 0.00
H 6.15 2.43 0.11 0.04
H 1.83 -1.00 -1.10 0.00
C 1.38 -1.82 -1.66 0.00
H -2.24 -2.64 6.18 0.00
H 1.52 4.05 3.52 0.00
C 3.00 2.90 -1.06 0.02
O 0.30 2.33 1.61 0.00
H -6.20 -2.54 4.56 0.00
O -1.57 2.98 -0.37 0.00
C -0.01 -6.16 2.02 0.00
C -2.80 -2.27 -0.78 0.00
H -0.38 -2.89 1.14 0.00
```

Calculated values
HOMO-LUMO gap (alpha / beta), eV: 3.1 / 5.7
Charge: -2
Highest occupied orbital energy (alpha / beta), eV: 0.56 / -2.12
DFT total energy, Ha: -3404.0360
2S+1: 3
Relative energy (zero: lowest compared OMol25 entry of this formula, charge and spin), kcal/mol: 4.5
F_max, eV/Å: 0.42
Lowest unoccupied orbital energy (alpha / beta), eV: 3.608 / 3.608



Formula: C37H35NO4P2S2Sr
Source: OMol25
Level of theory: ωB97M-V/def2-TZVPD

Geometry as XYZ:
```
82
Properties=species:S:1:pos:R:3:lowdin_spin:R:1
C 1.21 5.09 -0.98 0.00
H -2.04 -3.64 4.26 0.00
P -0.35 1.99 1.11 0.11
H -1.76 6.58 -0.33 0.00
C 0.32 -5.06 0.35 0.00
H -6.19 -4.68 1.63 0.00
C 0.29 6.13 -0.94 0.00
O 0.53 -2.84 -0.61 0.00
S 1.94 0.17 2.41 0.38
C -2.29 -6.59 2.62 0.00
C 0.71 2.54 -5.93 0.00
C -0.48 3.44 3.41 0.02
C -0.92 5.89 -0.28 0.00
H -1.78 -7.53 2.54 0.00
C 4.30 1.77 -0.99 0.00
H 3.80 0.44 -4.81 0.00
C -2.01 1.56 3.40 0.02
C -1.57 2.79 5.48 0.02
H 4.03 2.27 -6.50 0.00
H -1.58 0.08 -0.18 0.00
C 3.21 1.43 -1.81 0.00
H -0.17 3.09 -6.25 0.00
C 3.06 2.02 -6.05 0.00
C -0.30 1.24 -1.58 0.01
S 0.13 -5.16 2.98 0.00
H 2.11 3.57 -7.25 0.00
C -1.14 4.72 0.46 0.00
H -5.04 -3.58 0.83 0.00
H -2.12 1.77 -0.57 0.00
C -0.21 3.67 0.42 0.00
H -0.70 2.07 -2.22 0.00
C -1.22 1.14 -0.34 0.00
P 1.55 -0.42 -3.17 0.00
H -4.11 -3.16 2.84 0.00
C -0.74 3.66 4.76 0.00
H -5.32 -5.21 0.14 0.00
C 4.58 -0.59 -0.37 0.00
C 2.80 0.10 -1.91 0.00
H -0.27 4.50 5.26 0.00
C 1.96 2.78 -6.49 0.00
C -1.10 2.37 2.71 0.03
C -4.13 -5.10 2.04 0.00
H 5.92 1.02 0.24 0.00
C -1.69 -5.48 3.22 0.00
H 4.61 2.79 -0.91 0.00
H -0.92 -0.07 -3.16 0.00
H -1.68 2.93 6.57 0.00
H -4.16 -7.21 1.71 0.00
C 0.99 3.90 -0.27 0.00
H 1.78 3.19 -0.18 0.00
C 0.96 0.87 1.38 0.37
Sr -0.14 -1.78 1.09 0.00
C 0.26 -4.08 -0.92 0.00
H -3.01 1.18 5.27 0.00
C -3.61 -4.14 2.88 0.00
N 0.33 -4.33 1.57 0.00
C -2.39 -4.32 3.52 0.00
H 2.14 5.15 -1.56 0.00
H -0.25 -0.92 -1.73 0.00
O 0.00 -4.34 -2.10 0.00
H -0.42 1.38 -4.46 0.00
C -5.21 -4.64 1.10 0.00
H 0.21 4.10 2.88 0.00
H 1.23 -5.68 0.26 0.00
O 0.42 -4.25 4.08 0.00
C 1.68 0.82 -4.49 0.00
C 5.00 0.76 -0.30 0.00
C -0.11 -0.05 -2.41 0.00
H 2.66 2.21 -2.35 0.00
H 0.66 1.59 -1.23 0.01
H 3.11 -1.93 -1.28 0.00
C -3.56 -6.40 2.08 0.00
H 5.12 -1.42 0.11 0.00
H 0.49 7.09 -1.42 0.00
O 0.95 -6.36 2.85 0.00
H -0.57 -5.73 0.33 0.00
C 0.56 1.58 -4.92 0.00
H -2.04 4.66 1.10 0.00
C 2.95 1.00 -5.11 0.00
C -2.26 1.79 4.76 0.00
C 3.47 -0.90 -1.16 0.00
H -2.47 0.69 2.90 0.00
```

Calculated values
HOMO-LUMO gap (alpha / beta), eV: 4.9 / 4.7
Charge: -1
Highest occupied orbital energy (alpha / beta), eV: -3.17 / -2.94
DFT total energy, Ha: -3296.3878
2S+1: 2
Relative energy (zero: lowest compared OMol25 entry of this formula, charge and spin), kcal/mol: 0.0
F_max, eV/Å: 5.72
Lowest unoccupied orbital energy (alpha / beta), eV: 1.764 / 1.760



Formula: C37H36BF4N4O3STl
Source: OMol25
Level of theory: ωB97M-V/def2-TZVPD

Geometry as XYZ:
```
87
Properties=species:S:1:pos:R:3:lowdin_charge:R:1
F -4.26 -5.29 5.63 0.06
C 2.87 4.60 -1.45 -0.01
H 4.31 0.73 2.84 0.08
H 2.79 2.73 2.24 0.13
H -0.82 5.82 -4.27 0.06
H 1.07 -4.67 4.59 0.06
O 0.61 1.92 -2.17 -0.03
H 5.43 1.80 -2.59 0.15
C -5.51 3.66 0.22 -0.31
O -6.81 -2.21 4.36 -0.04
C 0.80 2.50 0.17 -0.10
C 2.54 3.26 -1.70 -0.16
C 0.70 -4.52 -2.25 -0.01
C -4.23 2.89 -0.10 -0.68
C 5.02 4.03 -2.28 -0.15
C 3.58 0.72 2.10 -0.06
H -7.43 3.45 1.04 0.02
C -0.79 4.64 -0.73 -0.06
H 3.35 -4.75 -0.33 0.07
F -3.73 -4.78 3.57 0.15
C -1.80 5.90 -2.35 -0.19
C 0.07 -4.01 1.54 0.01
H -6.11 2.31 1.78 0.13
C 0.06 -4.54 2.78 -0.10
C 2.47 -3.58 1.81 -0.09
C 2.54 -0.71 0.40 -0.26
C 3.24 2.36 -2.39 -0.07
H -6.27 -2.07 3.57 0.04
H 5.89 4.59 -2.92 0.13
C 1.37 -3.43 1.06 -0.18
H -6.38 -2.93 4.71 -0.03
H 2.54 -1.60 -1.47 0.10
S -4.28 1.48 -1.16 0.99
H 0.31 -5.82 -3.90 0.08
C 2.34 -3.92 3.24 -0.05
O 0.01 -2.30 -0.64 -0.40
Tl -0.85 -0.78 0.86 0.88
H -0.17 -3.94 -2.29 0.09
H 3.36 -3.78 3.88 0.14
C 2.84 -6.18 -1.74 -0.05
C 0.08 4.09 -1.59 -0.20
H -5.18 4.54 0.72 0.06
H 2.87 5.56 -0.63 0.18
H -5.87 4.18 -1.07 0.18
N -3.14 2.96 0.56 -0.04
C 1.08 -4.38 3.63 -0.12
N -2.18 2.10 0.26 -0.09
C 0.96 -5.62 -3.09 -0.09
C 1.56 -4.21 -1.23 -0.13
C -1.71 5.79 -1.04 -0.08
C 1.29 -2.85 -0.30 -0.46
C 2.64 -4.98 -1.03 -0.07
H 4.41 6.01 -1.46 0.07
B -4.65 -5.45 4.28 -1.26
F -5.99 -5.04 4.02 0.06
N 1.67 0.28 0.10 0.11
C 4.59 2.69 -2.64 -0.08
F -4.62 -6.85 3.92 0.03
H -6.85 1.93 0.19 0.09
C 1.00 3.00 -1.25 -0.38
H 1.15 3.39 0.87 0.14
C 4.23 5.01 -1.77 -0.16
C 2.56 -1.95 -0.49 -0.06
H 3.55 -3.44 1.71 0.09
H -2.33 6.79 -2.85 0.12
C 1.98 -6.51 -2.86 -0.10
C -0.83 5.54 -3.28 -0.10
H -0.76 -5.18 2.97 0.11
H -0.74 -3.87 0.92 0.08
H 0.59 4.17 -3.83 0.08
H -0.58 4.43 0.47 0.15
H -0.30 1.74 0.29 0.13
H 3.62 -2.28 -0.34 0.13
H -2.36 6.36 -0.09 0.17
H 3.99 -1.33 1.78 0.11
C 0.09 4.52 -3.02 0.04
C 2.91 1.83 1.54 -0.04
H 0.03 1.43 -1.64 0.00
C 1.83 1.54 0.72 -0.28
H 3.68 -6.90 -1.58 0.09
C 3.58 -0.40 1.30 -0.05
C -2.60 1.20 -0.71 -0.81
C -6.60 2.88 0.86 -0.15
H 2.03 -7.46 -3.25 0.06
N -1.84 0.27 -1.23 -0.06
H 2.83 1.33 -2.80 0.17
H -2.31 -0.43 -1.69 -0.01
```

Calculated values
HOMO-LUMO gap, eV: 6.7
Charge: -2
Highest occupied orbital energy, eV: -3.00
DFT total energy, Ha: -2871.1115
Relative energy (zero: lowest compared OMol25 entry of this formula, charge and spin), kcal/mol: 301.5
F_max, eV/Å: 8.25
Lowest unoccupied orbital energy, eV: 3.715



Formula: C37H36GeIN8OSbSn
Source: OMol25
Level of theory: ωB97M-V/def2-TZVPD

Geometry as XYZ:
```
86
Properties=species:S:1:pos:R:3:lowdin_charge:R:1
N -6.89 -15.71 12.84 0.20
H -13.21 -18.70 5.45 0.11
H -4.05 -13.31 10.99 0.01
C -7.58 -15.75 11.68 -0.43
H -6.63 -13.67 6.86 0.00
C -1.69 -15.62 13.13 -0.16
Sn -5.02 -15.68 9.81 1.10
H -7.54 -11.41 8.31 0.00
C -2.42 -13.38 12.39 -0.03
C -9.59 -15.19 12.94 -0.25
H -12.65 -14.47 7.40 0.09
H -6.42 -10.50 9.35 0.00
H 0.02 -15.98 14.42 0.10
H -0.54 -18.48 14.60 0.09
H -2.27 -12.30 12.37 0.11
C -7.75 -21.81 5.07 -0.08
H -11.72 -23.18 11.22 0.09
H -9.77 -11.49 5.55 0.09
C -1.53 -14.19 13.15 0.00
H -10.15 -19.16 11.08 0.07
C -10.00 -12.30 6.19 -0.21
H -6.94 -21.22 8.84 0.09
H -6.67 -23.56 5.29 0.08
H -8.20 -22.04 4.08 0.11
C -11.34 -22.36 9.28 -0.10
C -10.72 -21.35 8.52 -0.12
O -7.05 -15.86 10.51 -0.28
N -9.58 -14.03 7.47 0.07
C -12.22 -18.23 5.56 -0.08
N -11.14 -12.98 6.24 0.10
Sb -8.75 -18.80 8.24 1.48
H -2.03 -19.47 12.88 0.08
C -10.39 -20.08 10.57 -0.15
C -3.37 -14.03 11.64 -0.16
N -10.68 -16.39 9.84 0.14
C -10.47 -16.69 4.90 -0.11
H -0.57 -13.75 13.62 0.15
H -5.12 -14.56 6.95 -0.04
C -5.52 -13.55 6.86 -0.22
H -5.86 -13.11 10.79 0.04
Ge -5.08 -12.40 8.48 0.76
C -6.96 -22.69 5.78 -0.11
C -9.66 -17.10 5.97 -0.18
C -10.27 -20.10 9.13 -0.35
C -1.05 -17.83 13.93 -0.02
N -9.92 -14.75 14.00 0.11
C -2.98 -17.60 12.52 -0.59
C -6.51 -11.01 8.41 -0.21
H -10.74 -21.20 12.37 0.10
C -11.49 -18.51 6.73 -0.12
H -3.70 -10.47 8.29 0.03
C -3.58 -15.36 11.59 -0.28
C -10.20 -18.03 6.90 -0.45
C -5.02 -13.44 10.17 -0.33
I -4.54 -18.85 11.72 0.90
H -10.00 -16.07 4.15 0.09
H -8.76 -16.49 6.15 0.09
H -2.76 -11.59 9.26 0.00
H -7.36 -15.38 13.66 0.10
C -11.34 -22.33 10.68 -0.09
C -9.08 -15.73 11.75 -0.20
C -7.20 -21.38 7.79 -0.15
C -0.78 -16.41 13.85 -0.01
N -10.84 -14.01 7.06 -0.27
H -6.14 -23.20 7.76 0.10
C -2.06 -18.40 13.11 -0.20
N -9.03 -12.93 6.94 -0.02
H -11.50 -15.55 8.22 0.05
H -11.80 -23.20 8.81 0.09
C -6.71 -22.52 7.13 -0.09
C -2.81 -16.21 12.37 -0.23
H -8.83 -19.95 5.15 0.09
C -3.36 -11.54 8.36 -0.24
H -2.74 -11.80 7.47 0.04
H -5.91 -15.85 12.69 0.06
C -10.85 -21.17 11.28 -0.12
H -5.21 -13.01 5.93 0.04
H -12.33 -16.93 3.86 0.09
C -8.23 -20.63 5.72 -0.12
H -10.72 -21.46 7.40 0.11
N -11.77 -14.94 7.42 0.13
H -11.84 -19.23 7.48 0.08
H -6.26 -10.34 7.56 0.04
C -7.93 -20.46 7.06 -0.40
C -11.72 -17.28 4.66 -0.09
C -9.94 -16.07 10.72 -0.20
```

Calculated values
HOMO-LUMO gap, eV: 5.7
Highest occupied orbital energy, eV: -7.84
DFT total energy, Ha: -4773.6250
Relative energy (zero: lowest compared OMol25 entry of this formula, charge and spin), kcal/mol: 122.9
F_max, eV/Å: 4.49
Lowest unoccupied orbital energy, eV: -2.120